# 1
17
Properties=species:S:1:pos:R:3:forces:R:3 method="wB97M-V/def2-TZVPD" fmax_ev_per_a=3.5 gap_ev="7.313 / 6.193" spin_multiplicity=3 e_homo_ha="-0.3950 / -0.5385" total_charge=+1 e_tot_ev=-16783.1714 de_lowest_kj_mol=0.0
C 0.420 -1.533 -0.483 -0.1 3.3 -1.4
C -0.367 0.241 -1.673 -1.5 -1.1 -2.6
C 0.699 0.743 0.285 1.3 -2.1 -1.8
N 0.719 -0.097 -0.845 0.2 -0.6 0.4
N 0.023 0.381 1.446 -2.3 -1.0 2.4
N -1.182 -1.657 1.015 -2.4 -0.7 0.1
N 1.300 1.935 0.249 1.6 2.5 0.0
N -1.016 -1.594 -0.332 -0.7 0.9 -0.4
O 1.191 -2.368 -0.346 1.6 -2.2 0.5
O -1.506 -0.319 -0.943 -0.1 -0.9 0.7
O -0.387 -0.872 1.805 1.1 2.0 0.6
H -0.570 1.312 -1.722 0.2 -0.2 -0.1
H -0.285 -0.227 -2.776 -0.2 0.9 2.5
H -0.173 0.947 2.267 0.3 0.4 -0.2
H -2.160 -1.673 1.493 2.0 0.0 -1.6
H 1.367 2.517 1.073 -0.1 -0.1 0.0
H 1.927 2.265 -0.513 -0.8 -1.0 0.8

# 2
108
Properties=species:S:1:pos:R:3:forces:R:3 method="wB97M-V/def2-TZVPD" fmax_ev_per_a=2.3 gap_ev="6.173 / 5.722" spin_multiplicity=1 e_homo_ha="-0.3594 / -0.3595" total_charge=+1 e_tot_ev=-211484.0045
Pt 0.188 0.173 0.183 -0.5 0.9 0.3
C -3.029 0.666 0.441 -0.1 0.2 0.1
C -3.161 -0.622 -0.365 -0.1 0.1 0.0
As -1.397 -1.504 -0.562 -0.9 0.1 -0.6
C -1.138 -1.868 -2.455 0.3 0.0 0.0
C -0.034 -2.667 -2.743 0.0 0.0 0.4
C 0.343 -2.914 -4.047 0.1 -0.1 0.0
C -0.401 -2.381 -5.089 0.0 0.0 0.0
C -1.525 -1.622 -4.814 0.0 0.0 -0.1
C -1.886 -1.356 -3.501 -0.3 0.1 0.3
C -1.871 -3.332 -0.051 0.6 0.1 0.5
C -2.922 -3.944 -0.728 0.0 0.5 -0.2
C -3.267 -5.249 -0.435 0.0 0.0 0.0
C -2.562 -5.951 0.529 0.0 0.0 0.0
C -1.520 -5.344 1.209 0.0 -0.1 0.0
C -1.172 -4.035 0.919 0.2 0.3 0.1
As -1.681 1.892 -0.368 -1.0 -0.4 -0.1
C -2.433 3.630 0.171 0.4 0.0 0.0
C -2.589 4.654 -0.759 0.1 -0.3 -0.3
C -3.141 5.865 -0.376 -0.1 0.0 0.0
C -3.501 6.076 0.945 -0.1 -0.1 -0.1
C -3.307 5.075 1.882 0.0 0.1 0.1
C -2.773 3.857 1.499 0.1 -0.4 0.0
C -2.292 1.886 -2.227 0.2 0.0 0.1
C -3.654 1.893 -2.515 0.0 0.0 0.2
C -4.089 1.831 -3.826 -0.1 -0.1 0.0
C -3.169 1.790 -4.862 0.1 0.0 -0.1
C -1.814 1.826 -4.584 0.0 0.1 -0.1
C -1.375 1.868 -3.271 0.2 0.0 0.3
H -2.677 0.417 1.452 0.0 0.2 -0.2
H -3.991 1.182 0.545 0.1 -0.1 -0.1
H -3.591 -0.409 -1.349 0.2 -0.2 0.1
H -3.833 -1.322 0.149 0.3 0.1 -0.1
H 0.531 -3.092 -1.917 0.1 0.0 -0.1
H 1.217 -3.514 -4.256 0.0 -0.1 0.0
H -0.099 -2.557 -6.111 0.0 0.0 -0.1
H -2.119 -1.220 -5.622 0.0 0.0 0.0
H -2.759 -0.743 -3.314 0.0 0.1 0.0
H -3.466 -3.392 -1.488 0.0 -0.1 0.0
H -4.085 -5.719 -0.960 -0.1 0.0 -0.1
H -2.829 -6.973 0.748 0.0 -0.1 0.1
H -0.982 -5.892 1.967 0.1 0.0 0.1
H -0.370 -3.539 1.453 0.0 -0.1 0.0
H -2.285 4.499 -1.790 -0.1 0.0 0.1
H -3.289 6.650 -1.104 0.1 0.0 -0.1
H -3.926 7.023 1.241 0.0 0.1 0.1
H -3.565 5.244 2.916 0.0 0.0 0.1
H -2.612 3.071 2.229 -0.1 0.1 0.1
H -4.379 1.954 -1.710 0.0 0.0 0.0
H -5.146 1.808 -4.043 -0.1 0.0 0.0
H -3.511 1.743 -5.885 0.0 0.0 -0.1
H -1.094 1.812 -5.388 0.1 0.0 -0.1
H -0.314 1.876 -3.051 0.0 -0.1 0.0
O 0.150 -0.868 2.379 -0.7 0.2 -1.0
S 1.197 -1.108 3.420 1.5 0.2 0.2
C 2.683 -1.722 2.493 -0.5 0.3 0.3
C 3.103 -0.807 1.348 -0.2 0.0 -0.2
C 2.939 -1.512 0.000 0.0 0.2 0.1
C 3.432 -0.698 -1.179 -0.3 0.3 0.2
S 2.303 0.698 -1.605 1.6 -0.3 -1.5
O 1.010 0.016 -1.985 -1.2 -0.7 0.2
C 3.091 0.918 -3.211 -0.1 0.2 0.3
C 2.516 0.342 -4.328 -0.1 -0.1 0.1
C 3.159 0.464 -5.548 0.0 0.0 0.1
C 4.354 1.159 -5.632 0.0 0.0 -0.1
C 4.905 1.754 -4.506 0.0 -0.1 0.0
C 4.271 1.635 -3.280 0.0 0.1 0.0
C 1.846 0.528 3.838 -0.3 -0.3 0.1
C 2.987 0.654 4.614 0.1 0.0 0.0
C 3.448 1.919 4.935 0.0 0.0 0.0
C 2.762 3.039 4.488 -0.1 0.1 0.0
C 1.598 2.901 3.750 0.1 0.0 0.2
C 1.128 1.638 3.434 -0.2 -0.2 -0.1
H 2.370 -2.702 2.130 0.0 -0.1 0.1
H 3.471 -1.868 3.227 0.0 0.0 0.2
H 4.140 -0.491 1.482 -0.1 0.0 0.0
H 2.504 0.115 1.347 0.3 -0.1 0.1
H 1.875 -1.758 -0.160 0.2 -0.1 0.0
H 3.490 -2.457 0.018 0.0 0.0 -0.1
H 3.496 -1.315 -2.073 0.0 0.1 -0.1
H 4.384 -0.213 -0.979 0.2 0.0 0.0
H 1.585 -0.198 -4.227 -0.1 -0.1 0.0
H 2.735 0.004 -6.427 -0.1 0.0 -0.1
H 4.859 1.239 -6.582 0.1 0.0 -0.1
H 5.835 2.295 -4.584 0.1 0.1 0.0
H 4.669 2.090 -2.384 0.1 0.1 0.1
H 3.514 -0.217 4.971 0.1 -0.1 0.1
H 4.333 2.035 5.545 0.1 0.0 0.0
H 3.127 4.027 4.724 0.0 0.1 0.0
H 1.050 3.773 3.427 0.0 0.1 -0.1
H 0.218 1.509 2.863 0.1 0.0 0.0
O 3.375 2.376 -0.001 0.4 0.5 0.7
C 2.293 2.821 0.397 1.2 0.3 -0.4
O 1.256 2.126 0.630 -1.7 -1.5 0.4
C 2.086 4.303 0.591 0.1 -0.1 0.0
C 3.161 5.180 0.613 -0.2 -0.3 -0.1
C 2.964 6.554 0.729 -0.3 0.4 0.0
C 1.667 7.005 0.817 -0.4 -0.6 0.0
O 1.202 8.284 0.909 0.5 -0.1 0.0
C -0.206 8.192 0.938 -0.9 0.9 0.0
O -0.582 6.828 0.922 0.2 -0.3 0.1
C 0.585 6.119 0.819 0.6 0.3 -0.1
C 0.770 4.769 0.706 -0.2 0.1 0.0
H 4.160 4.781 0.526 0.0 -0.1 0.0
H 3.786 7.248 0.739 0.2 0.1 0.0
H -0.636 8.699 0.057 0.2 -0.2 0.2
H -0.592 8.677 1.849 0.2 -0.2 -0.2
H -0.057 4.075 0.682 0.1 0.1 0.1

# 3
20
Properties=species:S:1:pos:R:3:forces:R:3 method="wB97M-V/def2-TZVPD" fmax_ev_per_a=1.3 gap_ev="5.973 / 6.089" spin_multiplicity=2 e_homo_ha="-0.4940 / -0.4981" total_charge=+1 e_tot_ev=-9385.3650 de_lowest_kj_mol=320.4
C -0.587 2.262 0.830 0.7 -0.1 -0.2
C -0.466 1.232 -0.284 -0.2 0.0 -0.7
C -1.311 -0.039 -0.005 0.0 0.6 0.6
C -0.684 -1.348 -0.550 -0.4 -0.1 -1.2
C 0.552 -1.630 0.129 -0.5 0.5 0.7
N 1.733 -1.657 -0.487 0.0 -0.2 -0.2
C 2.757 -1.713 0.307 0.1 0.0 -0.2
N -0.812 1.855 -1.550 -0.1 -0.2 0.2
H -0.004 3.143 0.561 -0.2 0.0 -0.1
H -0.149 1.891 1.758 -0.3 -0.1 0.1
H -1.630 2.536 0.953 -0.1 0.1 0.2
H 0.591 0.951 -0.462 0.0 0.0 0.4
H -2.289 0.100 -0.470 0.0 -0.2 0.0
H -1.512 -0.130 1.069 0.1 -0.1 -0.1
H -1.450 -2.127 -0.438 0.3 -0.2 0.6
H 0.505 -1.680 1.230 0.1 -0.3 -0.1
H 3.735 -1.762 -0.161 0.1 0.0 0.1
H 2.671 -1.694 1.396 0.0 0.0 0.0
H -0.533 -1.309 -1.629 0.3 0.2 0.0
H -1.116 1.120 -2.199 0.1 0.1 -0.1

# 4
60
Properties=species:S:1:pos:R:3:forces:R:3 method="wB97M-V/def2-TZVPD" fmax_ev_per_a=2.7 gap_ev=5.383 spin_multiplicity=1 e_homo_ha=-0.3520 total_charge=+1 e_tot_ev=-52500.3126 de_lowest_kj_mol=0.0
C 5.637 -1.437 0.655 -0.4 0.6 0.1
C 5.309 0.106 0.977 0.3 -1.1 -0.2
C 4.096 0.176 1.986 -0.2 0.5 -1.0
C 3.469 1.645 2.115 0.8 -1.1 1.3
N 2.068 1.660 1.641 -0.1 1.1 0.0
C 1.514 3.031 1.569 0.6 -0.1 0.6
O 0.853 3.273 0.294 -1.6 -1.0 0.8
C -0.547 3.201 0.423 -1.8 1.1 0.9
O -1.170 4.068 1.029 1.6 -1.7 -1.0
C -1.371 2.022 -0.246 1.3 0.6 -1.3
C -2.827 2.460 -0.677 -0.2 0.0 0.0
C -3.981 1.868 0.232 0.1 -0.1 -0.1
S -5.407 3.060 0.151 -0.7 -1.0 0.0
C -6.960 2.125 0.404 0.3 0.2 -0.2
S -8.346 2.787 -0.200 1.1 -0.6 0.7
N -6.857 0.882 1.144 -0.3 0.4 -0.3
C -7.547 0.906 2.445 0.2 0.2 1.8
C -7.825 -0.556 2.989 -0.5 1.3 -0.6
O -8.754 -1.160 2.077 0.6 0.3 -0.1
C -8.223 -1.312 0.757 0.2 -1.3 -0.4
C -7.063 -0.329 0.332 0.1 -0.3 -1.3
H 5.178 -1.706 -0.344 0.7 0.2 1.4
H 5.145 -2.063 1.448 0.6 0.4 -0.8
H 6.751 -1.633 0.665 -1.3 0.1 -0.2
H 5.062 0.599 -0.012 0.2 -0.2 1.3
H 6.254 0.563 1.384 -1.1 -0.2 -0.3
H 4.402 -0.249 2.984 -0.3 0.5 -1.0
H 3.271 -0.463 1.541 0.9 0.5 0.6
H 4.129 2.384 1.576 -1.0 -0.7 0.3
H 3.515 1.896 3.221 0.1 0.1 -1.1
H 1.466 1.113 2.269 0.6 0.2 -0.4
H 0.789 3.178 2.422 0.7 0.3 -1.1
H 2.371 3.762 1.635 -1.1 -0.7 -0.1
H -1.329 1.086 0.375 -0.1 1.0 -0.4
H -0.804 1.781 -1.200 -0.5 0.1 1.1
H -2.913 3.585 -0.705 0.3 -1.2 0.1
H -2.980 2.086 -1.733 0.0 0.5 1.2
H -3.667 1.763 1.309 -0.3 -0.1 -1.2
H -4.312 0.898 -0.227 0.3 0.8 0.9
H -8.509 1.507 2.426 0.9 -0.9 -0.2
H -6.877 1.416 3.212 -0.7 -0.4 -0.9
H -6.869 -1.142 3.098 -0.9 0.4 -0.1
H -8.373 -0.467 3.975 0.8 -0.2 -1.1
H -7.796 -2.368 0.695 -0.3 1.1 0.0
H -9.074 -1.308 0.010 0.8 0.4 1.1
H -6.100 -0.924 0.279 -0.9 0.7 0.2
H -7.277 0.005 -0.733 0.2 -0.5 1.2
C 4.499 -3.247 -3.997 0.3 -0.4 -0.1
C 5.797 -2.862 -3.373 -1.5 1.0 2.0
O 5.953 -2.383 -2.288 0.0 -0.5 -0.9
N 7.039 -2.975 -4.146 0.8 0.0 -0.5
C 7.914 -4.093 -3.665 0.3 -0.5 -0.2
H 3.711 -3.195 -3.248 0.2 0.1 0.0
H 4.268 -2.558 -4.813 0.0 -0.1 -0.1
H 4.556 -4.268 -4.382 -0.1 0.1 -0.2
H 6.845 -3.053 -5.147 0.3 0.1 -0.1
H 7.536 -2.108 -3.918 0.0 0.1 -0.5
H 8.829 -4.067 -4.255 -0.1 -0.1 0.1
H 7.392 -5.035 -3.821 0.1 0.1 0.1
H 8.140 -3.934 -2.612 -0.2 0.0 -0.1

# 5
16
Properties=species:S:1:pos:R:3:forces:R:3 method="wB97M-V/def2-TZVPD" fmax_ev_per_a=4.2 gap_ev=9.565 spin_multiplicity=1 e_homo_ha=-0.3244 e_tot_ev=-9877.3357 de_lowest_kj_mol=262.9
C 1.432 -0.411 -0.485 1.1 -4.0 -0.2
N 0.009 -0.329 -0.683 -2.4 2.3 0.3
C -0.293 0.419 -1.974 -0.1 -4.1 0.2
C -0.681 0.503 0.481 0.5 -2.2 -1.7
C -0.517 -0.206 1.830 1.7 1.7 2.0
O -1.659 -0.316 2.648 2.1 -2.9 0.0
O 0.593 -0.406 2.307 -1.9 -0.6 -0.8
H 1.730 0.307 0.213 1.0 0.9 1.2
H 2.147 -0.435 -1.345 -1.3 0.7 0.0
H 1.638 -1.507 -0.120 -0.1 2.1 0.1
H 0.459 1.146 -2.146 0.5 1.0 -0.4
H -0.191 -0.481 -2.710 -0.2 2.1 0.6
H -1.317 0.791 -2.007 0.2 0.0 0.0
H -1.742 0.497 0.264 -0.1 0.3 -0.3
H -0.246 1.505 0.405 -0.2 0.0 0.8
H -1.361 -1.078 3.321 -0.9 2.7 -1.8

# 6
72
Properties=species:S:1:pos:R:3:forces:R:3 method="wB97M-V/def2-TZVPD" fmax_ev_per_a=1.6 gap_ev=8.383 spin_multiplicity=1 e_homo_ha=-0.2257 total_charge=-1 e_tot_ev=-212139.2478
C -0.376 3.385 0.969 -0.2 0.7 0.2
C 0.282 2.397 0.870 0.3 -0.4 0.1
C 1.200 1.269 0.841 -0.3 0.4 -0.2
S 0.343 -0.143 0.090 -0.9 -0.4 -0.8
O -0.829 -0.359 0.895 0.2 -0.3 0.6
O 0.046 0.277 -1.258 0.4 0.0 -0.2
N 1.308 -1.446 0.007 0.6 1.2 0.6
S 2.506 -1.577 1.040 -0.6 -1.4 0.4
O 2.960 -2.952 0.987 0.2 0.0 -0.3
O 2.226 -1.117 2.381 0.2 0.8 -0.1
C 3.947 -0.684 0.422 0.1 -0.2 -0.4
C 4.356 -1.232 -0.947 -0.1 0.1 0.2
C 3.884 -0.386 -2.130 0.1 -0.5 -0.3
F 2.836 0.398 -1.824 0.0 0.2 -0.1
Br 5.356 0.786 -2.701 -0.1 0.0 0.1
C 3.427 -1.326 -3.301 0.0 0.6 -0.6
F 4.291 -2.357 -3.404 -0.2 0.1 0.1
F 2.201 -1.785 -3.056 0.6 -0.1 0.2
Br 3.363 -0.454 -5.073 -0.1 -0.2 0.4
H -0.866 4.309 1.146 -0.3 0.0 -0.2
H 1.529 1.072 1.854 0.1 -0.4 0.0
H 2.021 1.568 0.195 0.2 -0.3 -0.1
H 4.739 -0.938 1.118 -0.1 0.0 0.3
H 3.813 0.391 0.425 -0.1 0.1 0.1
H 5.436 -1.307 -0.998 0.1 0.0 -0.1
H 3.991 -2.252 -1.035 -0.2 0.0 0.0
C -1.196 -9.561 -0.394 0.0 0.2 0.0
O -0.583 -8.336 -0.076 0.3 -0.2 0.0
C -0.307 -8.176 1.306 -0.1 0.1 -0.1
C 0.993 -7.437 1.543 0.1 0.2 0.0
O 2.169 -8.185 1.267 0.0 -0.1 0.1
C 2.482 -8.486 -0.083 0.1 -0.1 0.0
C 2.916 -7.297 -0.914 -0.2 0.0 -0.2
O 1.829 -6.451 -1.214 0.0 0.0 0.2
C 2.151 -5.066 -1.153 -0.1 -0.1 -0.2
H -2.253 -9.563 -0.101 0.0 -0.1 0.0
H -1.130 -9.691 -1.474 -0.1 0.0 0.0
H -0.680 -10.402 0.085 -0.1 0.0 0.0
H -0.261 -9.151 1.806 0.0 0.0 0.0
H -1.124 -7.592 1.750 0.0 0.0 0.2
H 1.044 -7.221 2.613 0.0 0.0 0.0
H 1.003 -6.476 1.029 -0.1 -0.1 -0.2
H 1.671 -9.032 -0.569 -0.1 0.2 -0.1
H 3.335 -9.169 -0.026 0.0 0.0 0.0
H 3.335 -7.668 -1.863 0.2 -0.1 0.1
H 3.701 -6.753 -0.377 0.0 0.0 0.0
H 2.698 -4.822 -0.244 0.0 0.0 0.0
H 1.218 -4.506 -1.142 0.0 0.0 0.0
H 2.735 -4.767 -2.033 0.0 0.1 0.1
C -4.160 9.513 3.037 0.0 0.1 -0.2
O -3.913 9.274 1.671 0.0 -0.3 0.1
C -2.542 9.085 1.362 -0.2 0.2 -0.1
C -2.344 8.046 0.279 0.1 0.0 -0.1
O -2.563 6.705 0.681 0.0 0.0 0.0
C -3.886 6.286 0.984 0.0 -0.1 0.1
C -4.816 6.192 -0.205 -0.2 0.1 0.1
O -5.196 7.474 -0.685 0.3 0.1 -0.1
C -5.264 7.555 -2.090 -0.1 0.0 0.1
H -3.873 10.533 3.318 0.0 0.0 0.1
H -5.229 9.389 3.205 0.0 0.1 0.0
H -3.628 8.794 3.670 0.0 0.0 0.0
H -1.982 8.782 2.254 0.0 0.0 0.0
H -2.140 10.043 1.004 0.2 -0.1 0.0
H -1.290 8.081 -0.007 0.0 0.0 0.0
H -2.920 8.293 -0.615 -0.2 0.1 0.1
H -4.320 6.892 1.781 -0.1 0.1 -0.1
H -3.773 5.275 1.381 0.0 0.0 0.0
H -5.726 5.664 0.108 0.1 -0.2 0.0
H -4.330 5.609 -0.994 0.0 0.0 0.0
H -4.374 7.122 -2.559 0.0 0.0 0.0
H -5.311 8.611 -2.357 -0.1 0.0 0.0
H -6.160 7.053 -2.472 0.1 0.0 -0.1